Here is a molecular structure, C22H38N3O3Pd from OMol25. Energies are from ωB97M-V/def2-TZVPD.

Structure (XYZ):
```
67
C22H38N3O3Pd (ωB97M-V/def2-TZVPD)
Pd 0.1728 -0.4723 0.5574
N 0.7379 1.6229 -0.2444
C -0.3561 2.4787 -0.7350
C -1.7201 2.0210 -0.2275
C -2.1856 0.7871 -1.0040
O -3.0476 0.9428 -1.8795
O -1.6137 -0.3265 -0.7473
H 1.2450 2.0708 0.5099
H 1.3825 1.4156 -1.0002
H -0.3482 2.4592 -1.8255
H -0.1835 3.5160 -0.4324
H -2.4525 2.8134 -0.3806
H -1.6392 1.8044 0.8393
C 2.0158 -3.2539 1.4065
C 1.7059 -2.9358 -0.0610
C 1.6857 -4.2336 -0.8744
C 2.7874 -2.0052 -0.6240
O 0.4429 -2.3451 -0.1697
H 3.0025 -3.7131 1.5240
H 1.2595 -3.9349 1.8021
H 1.9836 -2.3336 1.9964
H 2.6367 -4.7702 -0.8054
H 1.4852 -4.0065 -1.9231
H 0.8865 -4.8795 -0.5066
H 3.7714 -2.4842 -0.6230
H 2.8524 -1.0918 -0.0239
H 2.5305 -1.7173 -1.6452
C -0.7782 -2.2752 -3.2809
C -0.9476 -0.8175 -3.7100
C 0.2351 -0.0206 -3.3908
N 1.1699 0.5999 -3.1380
H -1.6984 -2.8210 -3.4908
H -0.5781 -2.3295 -2.2103
H 0.0398 -2.7512 -3.8260
H -1.7983 -0.3637 -3.1936
H -1.1189 -0.7254 -4.7857
C 4.3901 2.4637 2.2201
C 2.9649 2.4430 2.7100
C 2.4275 3.5526 3.3630
C 1.1068 3.5258 3.7960
C 0.5279 4.7068 4.5331
C 0.3171 2.4065 3.5646
C 0.8149 1.2645 2.9007
C 2.1741 1.3275 2.5054
N 0.1133 0.1375 2.5625
C -1.0250 -0.3354 3.3633
C -2.3535 0.3551 3.0113
C -1.1988 -1.8278 3.0565
C -0.7434 -0.2242 4.8701
H 5.0449 2.9714 2.9303
H 4.4666 2.9948 1.2677
H 4.7672 1.4529 2.0647
H 3.0406 4.4310 3.5374
H 0.9823 5.6417 4.2020
H 0.7039 4.6169 5.6083
H -0.5497 4.7769 4.3810
H -0.7156 2.4411 3.8816
H 2.5895 0.4453 2.0265
H -2.6377 0.1110 1.9856
H -2.2949 1.4400 3.0975
H -3.1479 0.0035 3.6761
H -1.3948 -1.9971 1.9960
H -2.0415 -2.2308 3.6255
H -0.2954 -2.3766 3.3271
H -0.7416 0.8029 5.2306
H 0.2317 -0.6628 5.0930
H -1.5067 -0.7738 5.4255
```

Properties
**Energy above the lowest of the compared OMol25 structures with the same formula, charge and spin**: 6.16 kJ/mol
**Charge**: -1
**<S²>**: 2.008
**LUMO energy (spin up / spin down)**: 2.8069 / 2.7243 eV
**Multiplicity**: 3

Here is 2 unconnected molecules or ions with the total composition C7H6INO3 from OMol25. Energies are from ωB97M-V/def2-TZVPD.

Structure (XYZ):
```
18
C7H6INO3 (ωB97M-V/def2-TZVPD)
C 2.3816 -0.9188 -0.2296
C 1.3613 -1.8491 -0.2240
C 2.1311 0.4433 -0.2800
C 0.0714 -1.4210 -0.3147
C 0.8357 0.8528 -0.3727
C -0.2463 -0.0618 -0.4137
C -1.5690 0.3364 -0.2539
N -2.1009 1.7026 -0.2015
O -1.3301 2.6136 -0.2575
O -3.2762 1.8726 -0.3638
O -1.2923 0.6701 2.0353
I -3.1625 -0.9917 -0.2094
H 3.4393 -1.2513 -0.3349
H 1.6315 -2.8493 -0.1679
H 2.9199 1.1617 -0.2758
H -0.7312 -2.0737 -0.3250
H 0.5076 1.8392 -0.4392
H -1.5709 -0.0756 2.6283
```

Properties
**Energy above the lowest of the compared OMol25 structures with the same formula, charge and spin**: 201.61 kJ/mol
**Charge**: 0
**LUMO energy (spin up / spin down)**: -2.5011 / -2.5023 eV

Here is a gas-phase ion, C3H11N2O (charge +1) from OMol25. Energies are from ωB97M-V/def2-TZVPD.

Structure (XYZ):
```
17
C3H11N2O (ωB97M-V/def2-TZVPD)
C -0.5013 0.5480 -1.5335
C 0.7836 1.3997 0.5276
C -0.0369 0.2587 -0.0809
N -1.1110 -1.3737 1.2255
N 0.9065 -0.9637 -0.2009
O -1.2645 -0.0403 0.7243
H -1.1903 -0.2060 -1.7674
H -1.0559 1.5181 -1.8000
H 0.3503 0.5725 -2.2659
H 1.6095 1.7100 -0.1251
H 0.1520 2.2586 0.9431
H 1.3411 0.9782 1.3722
H -1.1215 -1.1105 2.2379
H -2.0071 -1.9038 1.1085
H 0.9004 -1.4715 -1.0906
H 0.5330 -1.6487 0.5745
H 1.7121 -0.5255 0.1507
```

Properties
**Energy above the lowest of the compared OMol25 structures with the same formula, charge and spin**: 350.44 kJ/mol
**Charge**: +1
**LUMO energy**: -3.2324 eV
**SMILES**: CC(C)([NH3+])ON

Here is a gas-phase ion, C4H7F5NS (charge +1) from OMol25. Energies are from ωB97M-V/def2-TZVPD.

Structure (XYZ):
```
18
C4H7F5NS (ωB97M-V/def2-TZVPD)
C 0.1946 2.2091 0.4218
N -0.7279 1.1305 0.8757
C -1.6586 0.6923 -0.1725
S -0.8095 -0.6404 -1.2214
C 0.0425 -1.8763 -0.1293
F -0.4375 -1.8272 1.1799
F -0.3109 -3.1579 -0.6239
C 1.6411 -1.7840 -0.1045
F 2.1529 -0.5039 -0.3084
F 2.1599 -2.6801 -1.0611
F 2.0639 -2.1822 1.1728
H -0.3200 3.0836 -0.1039
H 0.9145 1.7620 -0.3571
H 0.8198 2.5250 1.3202
H -1.2054 1.3632 1.7549
H -1.9842 1.5383 -0.8861
H -2.6438 0.2634 0.2372
H 0.1086 0.0847 -1.9942
```

Properties
**Energy above the lowest of the compared OMol25 structures with the same formula, charge and spin**: 141.80 kJ/mol
**Charge**: +1
**LUMO energy**: -4.6382 eV

Here is 17 unconnected molecules or ions with the total composition C28H29Cl48IO4 from OMol25. Energies are from ωB97M-V/def2-TZVPD.

Structure (XYZ):
```
110
C28H29Cl48IO4 (ωB97M-V/def2-TZVPD)
C -4.6541 2.0154 1.9331
C -4.4643 0.9731 3.1736
C -4.1495 -0.4469 2.5455
C -3.0429 -1.2631 2.8580
C -1.9659 -0.8618 3.9471
C -1.9787 -2.0051 5.1112
O -0.8119 -2.8657 5.0217
C -2.8974 -2.6416 2.0651
O -2.1771 -3.5930 2.4628
C -3.6525 -2.8522 0.6572
I -2.7946 -4.3642 -0.6416
C -4.7959 -2.0618 0.3280
C -5.5795 -2.2662 -1.0369
C -7.1903 -2.2605 -0.8595
O -7.8414 -1.2026 -0.9780
C -5.2007 -0.9909 1.4566
O -6.3732 -0.5481 1.5790
H -5.7611 2.2196 1.7610
H -4.2313 1.5464 0.9810
H -4.1054 2.9969 2.1069
H -5.4705 0.8828 3.7252
H -3.6437 1.4148 3.8165
H -2.1546 0.1184 4.4847
H -0.9120 -0.7903 3.4978
H -2.9021 -2.6610 4.8994
H -2.0932 -1.4856 6.1194
H -1.1912 -3.7700 4.9757
H -5.2849 -1.4171 -1.7621
H -5.3397 -3.2338 -1.5839
H -7.7145 -3.2606 -0.6419
C -2.8423 -3.4020 8.9933
Cl -3.5583 -3.9606 7.4745
Cl -2.6375 -1.6447 8.9771
Cl -3.8370 -3.8984 10.3692
H -1.8611 -3.8597 9.0976
C 1.9008 -1.0910 1.7199
Cl 1.5529 -0.2854 3.2561
Cl 0.4038 -1.3993 0.8266
Cl 3.0162 -0.1207 0.7477
H 2.3736 -2.0453 1.9341
C 5.5510 -1.6771 3.3152
Cl 4.8158 -2.2363 1.8064
Cl 5.7493 0.0806 3.2880
Cl 4.5766 -2.1735 4.7055
H 6.5349 -2.1326 3.4065
C 7.7894 -2.0541 -0.7382
Cl 7.4574 -1.2559 0.8045
Cl 6.2789 -2.3663 -1.6048
Cl 8.8830 -1.0734 -1.7250
H 8.2732 -3.0070 -0.5352
C 3.5339 -4.9534 -2.8845
Cl 2.7821 -5.5024 -4.3887
Cl 3.7516 -3.1986 -2.9048
Cl 2.5637 -5.4439 -1.4889
H 4.5138 -5.4196 -2.8014
C 7.0173 3.8473 1.7805
Cl 5.5835 3.1922 2.5804
Cl 6.5858 5.2268 0.7647
Cl 8.2388 4.3127 2.9749
H 7.4389 3.0715 1.1439
C 11.8811 3.6592 3.1843
Cl 12.6732 5.1224 3.7853
Cl 12.6500 3.1030 1.6912
Cl 11.9107 2.3858 4.4120
H 10.8430 3.8982 2.9653
C -11.0007 0.3790 -1.4817
Cl -11.7303 -0.1614 -3.0023
Cl -10.7639 2.1327 -1.4938
Cl -12.0024 -0.1037 -0.1059
H -10.0264 -0.0974 -1.3803
C 7.8884 4.7978 -2.9573
Cl 6.4605 4.7003 -3.9965
Cl 8.0436 6.4180 -2.2637
Cl 7.8108 3.5762 -1.6790
H 8.7684 4.6006 -3.5653
C -8.4067 -5.0382 -3.6245
Cl -9.3569 -6.5160 -3.4225
Cl -9.3596 -3.6186 -3.1701
Cl -6.9180 -5.1213 -2.6691
H -8.1349 -4.9466 -4.6738
C 3.2943 0.0159 -5.9127
Cl 1.9239 1.0112 -5.4030
Cl 4.8016 0.6336 -5.2217
Cl 3.0443 -1.6728 -5.4477
H 3.3689 0.0659 -6.9969
C -5.0176 1.9510 -2.3780
Cl -3.4943 2.2341 -1.5235
Cl -4.9740 0.3972 -3.2239
Cl -6.3827 2.0090 -1.2567
H -5.1467 2.7387 -3.1169
C 4.9501 -8.2324 -6.0907
Cl 5.7593 -6.7844 -5.4762
Cl 5.7120 -8.7820 -7.5893
Cl 4.9682 -9.5178 -4.8755
H 3.9141 -7.9796 -6.3060
C 7.3408 7.6717 4.3507
Cl 5.9055 7.0167 5.1527
Cl 6.9082 9.0524 3.3326
Cl 8.5617 8.1369 5.5438
H 7.7625 6.8954 3.7139
C 1.2718 4.2410 -7.9226
Cl 1.2712 5.5474 -9.1155
Cl 1.0366 2.6762 -8.7146
Cl 2.7766 4.2482 -6.9926
H 0.4444 4.4046 -7.2357
C -10.7154 6.3117 -2.1984
Cl -9.5751 6.9667 -3.3821
Cl -9.8540 5.6789 -0.7888
Cl -11.8837 7.5473 -1.7108
H -11.2585 5.4919 -2.6638
```

Properties
**Charge**: 0
**LUMO energy**: -1.2461 eV

Here is a molecular structure, C28H56AgF12N2O12 from OMol25. Energies are from ωB97M-V/def2-TZVPD.

Structure (XYZ):
```
111
C28H56AgF12N2O12 (ωB97M-V/def2-TZVPD)
Ag -18.4557 -20.6093 -8.5870
C -22.6556 -24.4430 -6.3391
O -22.8855 -23.4292 -5.3418
O -21.3451 -24.1260 -6.8841
C -23.0031 -25.7845 -5.6311
F -22.4982 -26.0236 -4.3723
F -24.3071 -26.0650 -5.5430
F -22.6645 -26.7892 -6.4563
C -24.1918 -22.7617 -5.3501
C -24.8364 -22.9954 -3.9602
H -24.1274 -22.7312 -3.1755
H -25.7852 -22.4695 -3.8533
H -24.9958 -24.0685 -3.8546
H -24.9207 -23.1064 -6.0837
H -24.1232 -21.6962 -5.5692
H -23.3530 -24.2800 -7.1608
C -12.4769 -19.9066 -5.1831
O -12.9685 -19.1567 -4.0146
O -13.4842 -19.7543 -6.2061
C -10.9582 -19.7612 -5.5094
F -10.4210 -20.7601 -6.2030
F -10.7602 -18.6620 -6.2098
F -10.1456 -19.6343 -4.3797
C -12.5012 -17.9069 -3.7470
C -13.2634 -17.3102 -2.6170
H -12.9404 -16.3289 -2.2693
H -14.2452 -17.2643 -3.0882
H -13.3721 -17.9104 -1.7137
H -12.7109 -17.2426 -4.5853
H -11.4431 -17.8505 -3.4911
H -12.5469 -20.9084 -4.7592
C -20.3901 -14.7064 -5.2863
O -19.6624 -14.2101 -4.1439
O -19.7292 -15.8209 -5.7123
C -21.9974 -14.7503 -5.1154
F -22.2663 -15.6366 -4.1406
F -22.4845 -13.6126 -4.8011
F -22.6808 -15.0660 -6.1405
C -19.6791 -12.8098 -3.9824
C -18.5809 -12.3587 -3.0027
H -18.5171 -11.2991 -2.7551
H -18.5228 -12.7948 -2.0054
H -17.5854 -12.7098 -3.2746
H -20.6730 -12.5556 -3.6138
H -19.6119 -12.2364 -4.9070
H -20.2379 -13.9108 -6.0156
C -22.0749 -19.8306 -14.0462
O -22.2418 -19.1428 -15.3536
O -20.7092 -19.6311 -13.5952
C -23.2640 -19.3195 -13.0995
F -23.5080 -18.0102 -13.1110
F -24.4603 -19.8540 -13.4187
F -22.9614 -19.5950 -11.7959
C -23.3666 -19.4408 -16.1067
C -23.0299 -19.0853 -17.6015
H -22.6584 -18.0616 -17.6472
H -22.2928 -19.8305 -17.9008
H -23.8570 -19.3141 -18.2735
H -24.1248 -18.7374 -15.7626
H -23.8804 -20.4013 -16.0672
H -22.2671 -20.8857 -14.2411
C -12.5149 -18.6644 -13.9641
O -13.0446 -17.7847 -13.0028
C -12.3400 -17.6060 -11.7605
C -12.8871 -16.3028 -11.0694
N -14.3930 -16.4432 -10.6424
H -14.7896 -16.9451 -11.4240
H -14.4454 -17.0584 -9.8430
C -15.2439 -15.1818 -10.4140
C -14.6742 -14.4457 -9.1811
O -13.3831 -13.8646 -9.4247
C -12.8265 -13.2382 -8.2295
H -12.7231 -18.1897 -14.9230
H -12.9540 -19.6606 -13.9100
H -11.4380 -18.7997 -13.8635
H -11.3022 -17.3926 -12.0165
H -12.4231 -18.5074 -11.1533
H -12.9094 -15.3535 -11.6048
H -12.3270 -16.1346 -10.1496
H -16.2756 -15.5318 -10.3801
H -15.2324 -14.5275 -11.2858
H -14.6444 -15.0396 -8.2676
H -15.3483 -13.6355 -8.9029
H -12.6560 -13.9474 -7.4196
H -13.6202 -12.5836 -7.8695
H -11.9531 -12.5871 -8.2647
C -22.4726 -20.7441 1.8800
O -21.8238 -19.8308 0.9818
C -20.5618 -19.4189 1.3908
C -19.8329 -18.8510 0.2254
N -19.8666 -19.6954 -1.0311
H -20.7938 -19.9712 -1.3218
H -19.5629 -19.1290 -1.8102
C -18.9515 -20.9373 -1.0996
C -19.5802 -22.2456 -0.5710
O -19.2772 -22.4986 0.7984
C -20.0304 -23.5252 1.3757
H -22.8567 -20.1846 2.7330
H -21.7929 -21.5572 2.1348
H -23.4309 -21.1816 1.6003
H -20.0749 -20.3126 1.7811
H -20.7672 -18.7070 2.1902
H -18.7616 -18.7322 0.3881
H -20.2870 -17.9267 -0.1315
H -17.9476 -20.6556 -0.7821
H -18.8092 -20.9982 -2.1785
H -19.2755 -23.0992 -1.1765
H -20.6354 -22.0033 -0.6980
H -19.7902 -24.5093 0.9731
H -21.0943 -23.3714 1.1950
H -19.8286 -23.5567 2.4464
```

Properties
**Energy above the lowest of the compared OMol25 structures with the same formula, charge and spin**: 1567.51 kJ/mol
**Charge**: -1
**LUMO energy**: -1.5984 eV

Here is a molecular structure, C6H20FeN10O8 from OMol25. Energies are from ωB97M-V/def2-TZVPD.

Structure (XYZ):
```
45
C6H20FeN10O8 (ωB97M-V/def2-TZVPD)
Fe -0.0785 0.3162 0.4146
C -0.6799 2.8261 0.2157
O -1.2332 3.9361 0.1696
O -0.1855 2.2103 1.2736
O -0.7512 1.9008 -0.6902
C 0.1885 2.1456 -3.9957
O 0.4969 2.3330 -5.1818
N 1.0137 1.7526 -2.9695
N -1.1127 2.1958 -3.6286
H 1.9869 1.8757 -3.1703
H 0.5755 1.8076 -2.0569
H -1.7375 2.6430 -4.2721
H -1.3582 2.1644 -2.6389
C 3.2959 0.2448 -0.4246
O 2.0619 0.3246 -0.3933
N 4.0167 0.2350 -1.5717
N 3.9681 -0.0508 0.7031
H 5.0188 0.1832 -1.5574
H 3.6079 0.8366 -2.2725
H 4.9688 -0.0488 0.7629
H 3.4180 -0.2992 1.5048
C -2.9591 0.1192 1.9293
O -2.0760 -0.0972 1.0912
N -3.3539 -0.8478 2.7962
N -3.5775 1.3071 2.0274
H -2.9108 -1.7430 2.8539
H -4.0412 -0.6375 3.4975
H -4.4381 1.4331 2.5208
H -3.1996 1.9852 1.3742
C -1.1176 -1.9954 -1.7779
O -0.4763 -1.2667 -1.0271
N -2.4514 -2.1838 -1.6266
N -0.5278 -2.8176 -2.6949
H -2.9623 -1.7120 -0.9012
H -2.8569 -3.0434 -1.9507
H 0.4362 -2.7445 -2.9541
H -1.0955 -3.5323 -3.1080
C 1.0475 -1.2811 3.0075
O 0.5104 -0.8274 2.0024
N 1.2664 -0.5167 4.1258
N 1.3862 -2.5835 3.1725
H 1.5761 -0.9699 4.9599
H 1.2673 0.4856 4.0277
H 1.1956 -3.2308 2.4284
H 1.8773 -2.8318 4.0051
```

Properties
**Energy above the lowest of the compared OMol25 structures with the same formula, charge and spin**: 91.01 kJ/mol
**Charge**: 0
**<S²>**: 6.007
**LUMO energy (spin up / spin down)**: -0.1965 / -0.1960 eV
**Multiplicity**: 5

Here is a molecular structure, C31H40N2O7P4Si2V from OMol25. Energies are from ωB97M-V/def2-TZVPD.

Structure (XYZ):
```
87
C31H40N2O7P4Si2V (ωB97M-V/def2-TZVPD)
V 0.5189 0.7769 1.7967
C 5.1402 -0.2287 1.1647
Si 4.0179 0.1021 -0.3469
C 4.3921 1.9396 -0.7093
C 4.6808 -1.1353 -1.6724
N 2.3475 -0.3017 -0.1102
P 0.9342 0.1822 -0.9289
C -0.3541 0.9970 -0.1501
P -1.7994 0.4247 0.6174
N -1.8190 -0.0389 2.1434
Si -1.8734 -1.6423 2.7508
C -2.0468 -3.1216 1.5267
C -3.5110 -1.7490 3.7796
C -0.4555 -1.9854 3.9915
C -2.9425 -0.6111 -0.3667
C -4.1692 -0.9034 0.2292
C -5.0688 -1.7385 -0.3957
C -4.7487 -2.2980 -1.6272
C -3.5370 -1.9973 -2.2340
C -2.6424 -1.1456 -1.6105
C -2.8154 1.9536 0.6855
C -2.5278 2.8229 1.7336
C -3.3231 3.9291 1.9668
C -4.4318 4.1690 1.1679
C -4.7144 3.3196 0.1111
C -3.9067 2.2216 -0.1351
C 1.5658 1.5211 -1.9925
C 2.3724 1.3242 -3.1140
C 2.6773 2.3814 -3.9508
C 2.2011 3.6519 -3.6703
C 1.4417 3.8665 -2.5263
C 1.1198 2.8094 -1.7018
C 0.7352 -1.2324 -2.0896
C 0.6318 -1.0834 -3.4803
C 0.5258 -2.1859 -4.3056
C 0.4040 -3.4606 -3.7707
C 0.3695 -3.6082 -2.3884
C 0.5499 -2.5183 -1.5632
H 6.1467 0.1209 0.9466
H 5.1947 -1.2823 1.4189
H 4.7720 0.3377 2.0126
H 5.4467 2.1258 -0.5366
H 3.8256 2.5474 -0.0108
H 4.1672 2.2724 -1.7125
H 5.7658 -1.1601 -1.6667
H 4.3651 -0.9112 -2.6851
H 4.3158 -2.1295 -1.4301
H -3.0867 -3.2851 1.2516
H -1.6560 -4.0471 1.9432
H -1.4921 -2.9020 0.6206
H -4.3841 -1.6760 3.1406
H -3.5634 -0.9453 4.5051
H -3.5787 -2.6937 4.3116
H 0.2168 -2.7413 3.5959
H -0.8153 -2.3099 4.9665
H 0.1326 -1.0777 4.1264
H -4.3829 -0.4603 1.1914
H -6.0232 -1.9642 0.0673
H -5.4485 -2.9653 -2.1139
H -3.2935 -2.4314 -3.1970
H -1.7007 -0.8866 -2.0730
H -1.6675 2.6051 2.3551
H -3.0898 4.5962 2.7872
H -5.0739 5.0190 1.3691
H -5.5814 3.5072 -0.5147
H -4.1396 1.5661 -0.9641
H 2.7734 0.3428 -3.3183
H 3.2890 2.2107 -4.8283
H 2.4332 4.4749 -4.3311
H 1.0875 4.8614 -2.2921
H 0.5097 2.9445 -0.8125
H 0.6547 -0.0965 -3.9191
H 0.5265 -2.0554 -5.3819
H 0.3133 -4.3220 -4.4208
H 0.1903 -4.5849 -1.9567
H 0.5518 -2.6521 -0.4941
O 1.8436 1.0477 4.2417
P 1.8358 2.3117 3.1349
O 2.5988 3.4279 3.7618
O 0.3291 2.4793 2.8648
O 2.3702 1.6834 1.8411
P 1.9776 -1.4402 1.1174
O 2.5677 -0.9231 2.5257
O 2.6512 -2.7297 0.8191
O 0.4870 -1.3370 1.2487
H 2.2574 1.4158 5.0205
H 3.4412 -1.2949 2.6496
```

Properties
**Charge**: -2
**<S²>**: 0.757
**LUMO energy (spin up / spin down)**: 4.3414 / 4.3415 eV
**Multiplicity**: 2